Here is a molecular structure, C7H14AlOPS from the OMol25 dataset. Energies are from ωB97M-V with the def2-TZVPD basis set.

The total energy comes out at -1332.06138 a.u. As for the energy relative to the best compared isomer or geometry (same formula, charge and spin): 355.9 kJ/mol. As for the HOMO energy: -5.81 eV. Its spin multiplicity is 1.

Geometry (Å):
1 C -0.451 0.177 -3.127
2 C -1.382 1.024 -2.419
3 C -0.608 2.066 -1.812
4 C 0.759 1.694 -1.893
5 C 0.878 0.556 -2.740
6 Al 1.520 -1.547 0.819
7 P 0.143 -2.957 -0.363
8 H -0.741 -0.506 -3.926
9 H -2.477 0.946 -2.489
10 H -0.939 2.997 -1.346
11 H 1.798 0.028 -3.018
12 H 1.601 2.164 -1.395
13 H 1.025 -3.770 -1.160
14 H -0.751 -2.162 -1.194
15 H -0.496 -3.745 0.691
16 C 1.049 -0.021 3.438
17 S 0.595 0.403 1.701
18 C -1.218 0.283 1.857
19 O 0.911 1.785 1.279
20 H 0.430 -0.811 3.908
21 H 0.952 0.908 4.035
22 H 2.093 -0.376 3.460
23 H -1.472 1.045 2.604
24 H -1.696 0.533 0.905
25 H -1.523 -0.717 2.187



Here is a single C7H14BBrO4 molecule from the OMol25 dataset. Energies are from ωB97M-V with the def2-TZVPD basis set.

The total energy comes out at -3174.97886 a.u. As for the energy relative to the best compared isomer or geometry (same formula, charge and spin): 0.0 kJ/mol. As for the HOMO energy: -10.25 eV. The SMILES is CCCO[C@](Br)(OC=O)B(O)CC. Its spin multiplicity is 1.

Geometry (Å):
1 C 2.508 -1.203 -0.826
2 C 2.812 0.052 0.008
3 C 1.651 1.053 0.063
4 O 0.401 0.353 -0.072
5 C -0.655 1.031 -0.602
6 Br -0.293 1.543 -2.497
7 O -0.825 2.307 0.029
8 C -1.044 2.273 1.371
9 O -0.444 2.984 2.125
10 B -1.977 0.066 -0.558
11 O -2.891 0.144 -1.564
12 C -2.217 -0.973 0.593
13 C -1.222 -2.162 0.568
14 H 3.441 -1.643 -1.181
15 H 1.978 -1.939 -0.224
16 H 1.910 -0.969 -1.709
17 H 3.000 -0.268 1.036
18 H 3.696 0.562 -0.378
19 H 1.749 1.825 -0.701
20 H 1.658 1.563 1.030
21 H -1.843 1.610 1.723
22 H -3.030 1.038 -1.900
23 H -2.218 -0.519 1.588
24 H -3.220 -1.379 0.430
25 H -1.033 -2.482 -0.461
26 H -1.633 -3.002 1.127
27 H -0.259 -1.866 0.983



Here is a gas-phase ion, C7H14BI2NO5P (charge -1) from the OMol25 dataset. Energies are from ωB97M-V with the def2-TZVPD basis set.

The total energy comes out at -1667.93574 a.u. Its total charge is -1. As for the HOMO energy: -5.55 eV. Its spin multiplicity is 1.

Geometry (Å):
1 C 1.891 1.999 0.492
2 C 2.424 1.021 -0.546
3 I 3.695 -0.416 0.450
4 C 1.311 0.406 -1.379
5 I 2.161 -0.371 -3.213
6 B 0.163 -0.659 -0.818
7 C 0.659 -2.233 -0.735
8 C 0.016 -3.005 0.360
9 N 0.354 -2.919 1.585
10 O -1.009 -0.574 -1.742
11 C -2.129 -0.049 -1.091
12 C -1.769 -0.032 0.409
13 P -2.194 1.467 1.329
14 O -3.602 1.718 1.650
15 O -1.541 2.672 0.487
16 O -1.249 1.317 2.615
17 O -0.370 -0.139 0.478
18 H 2.699 2.420 1.088
19 H 1.173 1.517 1.154
20 H 1.384 2.823 -0.025
21 H 3.134 1.534 -1.191
22 H 0.756 1.269 -1.771
23 H 1.744 -2.324 -0.643
24 H 0.375 -2.676 -1.692
25 H -0.808 -3.670 0.058
26 H -0.235 -3.531 2.149
27 H -3.009 -0.677 -1.268
28 H -2.378 0.961 -1.452
29 H -2.263 -0.867 0.932
30 H -0.831 2.354 -0.085
31 H -0.553 0.668 2.414



Here is a single C7H14BN molecule from the OMol25 dataset. Energies are from ωB97M-V with the def2-TZVPD basis set.

The total energy comes out at -354.69503 a.u. As for the energy relative to the best compared isomer or geometry (same formula, charge and spin): 0.0 kJ/mol. As for the HOMO energy: -8.56 eV. The SMILES is C[C@@H]1C=CCB1N(C)C. Its spin multiplicity is 1.

Geometry (Å):
1 B 0.024 0.227 0.042
2 C -0.164 1.464 -2.052
3 C -1.300 0.725 -1.915
4 C 0.725 1.337 -0.869
5 C -1.215 -0.286 -0.770
6 C -0.609 -1.614 -1.369
7 C 1.471 0.558 1.874
8 C -0.354 -0.924 2.288
9 N 0.394 -0.157 1.376
10 H 0.017 2.164 -2.875
11 H -2.061 0.744 -2.813
12 H 1.132 2.255 -0.341
13 H 1.773 0.980 -1.098
14 H -2.192 -0.621 -0.347
15 H 0.193 -1.396 -2.106
16 H -1.372 -2.139 -2.066
17 H -0.232 -2.137 -0.579
18 H 1.177 1.275 2.533
19 H 2.175 -0.060 2.429
20 H 2.039 1.000 1.110
21 H -0.647 -0.319 3.157
22 H -1.246 -1.329 1.758
23 H 0.273 -1.746 2.632



Here is a single C7H14BN3 molecule from the OMol25 dataset. Energies are from ωB97M-V with the def2-TZVPD basis set.

The total energy comes out at -464.06253 a.u. As for the energy relative to the best compared isomer or geometry (same formula, charge and spin): 111.2 kJ/mol. As for the HOMO energy: -8.56 eV. The SMILES is CC\C=C/N=N\N=C\B(C)C. Its spin multiplicity is 1.

Geometry (Å):
1 B 0.739 1.343 1.575
2 C 0.546 -0.309 -2.323
3 C 1.551 0.783 0.303
4 C -0.592 -0.339 -1.658
5 C 0.523 2.925 1.424
6 C 0.386 0.446 2.720
7 C -2.127 -2.363 -1.367
8 C -1.058 -1.406 -0.755
9 N 1.651 -1.098 -2.132
10 N 1.578 -0.451 0.022
11 N 2.025 -1.041 -0.984
12 H 0.670 0.370 -3.108
13 H 2.014 1.365 -0.457
14 H -1.239 0.483 -1.924
15 H -0.477 3.149 1.548
16 H 0.952 3.205 0.572
17 H 1.041 3.319 2.306
18 H 1.103 0.433 3.620
19 H 0.355 -0.615 2.517
20 H -0.616 0.840 3.094
21 H -2.611 -3.001 -0.579
22 H -1.789 -3.150 -2.104
23 H -3.024 -1.828 -1.806
24 H -0.299 -2.133 -0.597
25 H -1.301 -0.927 0.093



Here is a gas-phase ion, C7H14BrN4 (charge +1) from the OMol25 dataset. Energies are from ωB97M-V with the def2-TZVPD basis set.

The total energy comes out at -3067.82232 a.u. Its total charge is +1. As for the energy relative to the best compared isomer or geometry (same formula, charge and spin): 80.0 kJ/mol. As for the HOMO energy: -13.60 eV. The SMILES is [H]/N=C(Br)/C=N\[C@@H](N)C(=[NH2+])C(C)C. Its spin multiplicity is 1.

Geometry (Å):
1 C 2.105 1.547 -0.306
2 C 2.532 0.334 0.462
3 C -0.237 1.669 0.287
4 C -0.445 0.209 0.439
5 C 0.211 -1.986 -0.513
6 C -2.030 -1.134 -0.774
7 C -0.606 -0.714 -0.670
8 N 1.021 2.160 -0.302
9 N 1.869 0.261 1.523
10 N -1.391 2.190 -0.444
11 N -0.789 -0.248 1.612
12 Br 3.978 -0.736 -0.317
13 H 2.971 1.931 -1.035
14 H -0.295 2.315 1.194
15 H 1.231 -1.949 0.044
16 H 0.479 -2.412 -1.603
17 H -0.407 -2.824 -0.071
18 H -2.033 -1.765 -1.593
19 H -2.810 -0.484 -1.052
20 H -2.391 -1.612 0.069
21 H -0.369 -0.317 -1.564
22 H -1.433 2.018 -1.452
23 H -1.538 3.225 -0.331
24 H -0.956 -1.330 1.731
25 H -0.675 0.197 2.522
26 H 2.009 -0.548 2.146



Values of max |F|, in order: 3.5 1.1 0.4 4.6 5.2 4.7, all in eV/A.